{"formula": "C24H64O8", "method": "wB97M-V/def2-TZVPD", "multiplicity": 2, "total_energy_ha": -1554.26627, "e_above_lowest_kj_mol": 141.5, "homo_lumo_gap_ev": [9.25, 2.52], "total_charge": 1, "species": ["C", "C", "C", "O", "H", "H", "H", "H", "H", "H", "H", "H", "C", "C", "C", "O", "H", "H", "H", "H", "H", "H", "H", "H", "C", "C", "C", "O", "H", "H", "H", "H", "H", "H", "H", "H", "C", "C", "C", "O", "H", "H", "H", "H", "H", "H", "H", "H", "C", "C", "C", "O", "H", "H", "H", "H", "H", "H", "H", "H", "C", "C", "C", "O", "H", "H", "H", "H", "H", "H", "H", "H", "C", "C", "C", "O", "H", "H", "H", "H", "H", "H", "H", "H", "C", "C", "C", "O", "H", "H", "H", "H", "H", "H", "H", "H"], "positions_angstrom": [[1.694, 5.612, -1.801], [1.307, 4.125, -1.756], [-0.098, 3.796, -1.262], [1.486, 3.636, -3.051], [2.609, 5.828, -2.354], [1.757, 6.003, -0.786], [0.979, 6.297, -2.257], [2.072, 3.685, -1.117], [-0.034, 2.753, -0.955], [-0.989, 4.043, -1.839], [-0.164, 4.367, -0.336], [1.550, 2.683, -2.955], [4.331, -2.120, -1.349], [4.763, -2.871, -2.594], [6.032, -2.233, -3.127], [5.088, -4.136, -2.199], [4.053, -1.122, -1.688], [5.136, -1.805, -0.685], [3.560, -2.715, -0.858], [3.931, -2.842, -3.298], [5.987, -1.144, -3.126], [6.179, -2.488, -4.177], [6.965, -2.389, -2.585], [5.162, -4.709, -2.966], [-1.070, 0.247, 1.669], [-0.176, -0.255, 0.495], [0.437, -1.683, 0.455], [-0.915, -0.021, -0.698], [-1.305, 1.264, 1.352], [-0.493, 0.448, 2.571], [-1.953, -0.382, 1.784], [0.697, 0.379, 0.345], [-0.376, -2.408, 0.453], [1.015, -1.929, 1.346], [1.143, -1.937, -0.335], [-1.764, -0.425, -0.501], [-0.063, 0.126, -4.334], [1.182, -0.181, -3.498], [2.468, -0.034, -4.327], [1.156, 0.748, -2.470], [-0.917, -0.126, -3.706], [-0.070, -0.494, -5.231], [-0.083, 1.206, -4.476], [1.206, -1.234, -3.217], [3.326, 0.074, -3.664], [2.380, 0.866, -4.936], [2.577, -0.880, -5.005], [0.407, 0.550, -1.904], [1.958, -5.400, 2.010], [3.204, -6.229, 2.462], [3.917, -6.739, 1.229], [3.905, -5.382, 3.332], [1.378, -5.028, 2.856], [1.413, -6.000, 1.282], [2.193, -4.524, 1.405], [2.856, -7.168, 2.893], [3.379, -7.465, 0.620], [4.954, -6.927, 1.509], [4.138, -5.919, 0.545], [4.817, -5.684, 3.318], [-5.617, -1.754, -1.863], [-4.617, -0.681, -1.610], [-5.181, 0.433, -0.742], [-3.530, -1.274, -0.967], [-6.026, -2.081, -0.907], [-5.082, -2.597, -2.300], [-6.481, -1.479, -2.467], [-4.387, -0.195, -2.558], [-5.734, 0.147, 0.153], [-5.841, 1.089, -1.310], [-4.345, 1.071, -0.455], [-3.832, -1.656, -0.140], [0.569, 3.678, 3.615], [0.272, 4.601, 2.447], [-1.245, 4.955, 2.378], [0.973, 5.771, 2.412], [0.030, 2.731, 3.596], [0.343, 4.135, 4.578], [1.657, 3.616, 3.650], [0.620, 3.971, 1.627], [-1.885, 4.072, 2.377], [-1.377, 5.584, 1.498], [-1.677, 5.400, 3.274], [0.652, 6.255, 1.648], [-4.735, -0.420, 4.046], [-4.623, 1.054, 4.113], [-4.873, 1.881, 2.839], [-5.238, 1.619, 5.228], [-5.735, -0.854, 4.073], [-4.269, -0.813, 4.949], [-4.298, -0.971, 3.213], [-3.584, 1.145, 4.428], [-5.776, 1.429, 2.429], [-4.072, 1.779, 2.108], [-5.159, 2.905, 3.080], [-6.173, 1.742, 5.050]]}